Here is a cluster of 10 separate species, C37H71FNO11 in total at a distorted geometry from OMol25. Energies are from the ωB97M-V functional and the def2-TZVPD basis.

## Properties
M	724.97	g mol⁻¹
DFT total energy	-2434.519410	Eh

ORCA input file:
```
! wB97M-V def2-TZVPD RIJCOSX def2/J DEFGRID3
* xyz -1 1
C -0.38727 3.03268 -4.92382
C -0.18750 1.65421 -4.14735
O -0.54899 1.58906 -2.93998
N 0.43566 0.44553 -4.70550
C 0.24040 0.38670 -6.20339
C 1.92327 0.43965 -4.52836
C 2.42777 0.59074 -3.02500
C 2.68178 2.10047 -2.54630
C 4.15165 2.38819 -1.98219
C 5.26980 2.26566 -3.13171
C 5.64348 3.75286 -3.67205
C 4.91164 3.92681 -5.08542
O 3.69647 4.23493 -5.17485
F 5.69428 3.67089 -6.26770
H 0.48722 3.22165 -5.64344
H -0.36000 3.87111 -4.13863
H -1.35612 3.08677 -5.51650
H 0.76072 -0.50874 -6.67369
H -0.87608 0.43957 -6.44709
H 0.70463 1.31823 -6.70770
H 2.27881 -0.59735 -4.88873
H 2.46169 1.18865 -5.22208
H 1.74180 0.05755 -2.27136
H 3.43395 0.03249 -2.96611
H 1.92776 2.32545 -1.70095
H 2.39736 2.78693 -3.42619
H 4.39397 1.64566 -1.15319
H 4.14124 3.46242 -1.56375
H 4.81123 1.68559 -4.01647
H 5.31635 4.58490 -2.96609
H 6.77657 3.85892 -3.85233
C 8.39877 2.72841 -7.31886
C 8.89702 1.38340 -7.77300
O 9.73150 0.76766 -7.13678
C 8.32133 0.82721 -9.04928
H 8.89821 3.00368 -6.38809
H 8.62605 3.48344 -8.07516
H 7.32428 2.68519 -7.13884
H 8.54440 1.49856 -9.88132
H 7.24183 0.69993 -8.94535
H 8.77071 -0.14668 -9.25476
C 1.04395 -3.47107 -1.54380
C 2.16700 -3.38770 -2.54214
O 2.98078 -2.48615 -2.50289
C 2.24343 -4.46517 -3.59332
H 1.11458 -2.63189 -0.85070
H 0.08324 -3.41845 -2.05936
H 1.11778 -4.40056 -0.97614
H 1.33562 -4.45721 -4.20051
H 2.37165 -5.44009 -3.11785
H 3.10092 -4.27685 -4.24287
C -2.84106 -2.42776 1.29258
C -1.95951 -3.64059 1.16282
O -0.97016 -3.62748 0.45325
C -2.34910 -4.86686 1.94324
H -2.43941 -1.62110 0.67534
H -3.85041 -2.66293 0.94809
H -2.86376 -2.09564 2.33297
H -3.33349 -5.20945 1.62782
H -2.35091 -4.64159 3.01237
H -1.62500 -5.66174 1.75379
C -1.74487 -0.41489 4.85645
C -2.36067 -1.64978 5.45453
O -3.27847 -2.23135 4.90287
C -1.79861 -2.13949 6.76212
H -2.24825 -0.17784 3.91641
H -1.86526 0.42794 5.54087
H -0.68572 -0.58929 4.65226
H -1.92076 -1.37229 7.52941
H -0.74229 -2.38988 6.64206
H -2.33763 -3.03577 7.07494
C -5.67709 -4.63996 10.30908
C -4.55179 -4.56603 9.31091
O -3.73413 -3.66735 9.34668
C -4.47909 -5.64837 8.26685
H -5.60433 -3.79725 10.99941
H -6.63717 -4.58671 9.79154
H -5.60670 -5.56789 10.88055
H -5.38598 -5.63988 7.65874
H -4.35554 -6.62115 8.74771
H -3.62064 -5.46747 7.61720
C -2.69803 3.76486 8.23154
C -2.84168 2.28576 7.99149
O -2.56438 1.79090 6.91528
C -3.34164 1.44274 9.13435
H -2.32904 4.24493 7.32302
H -3.66850 4.19605 8.48604
H -1.98235 3.94282 9.03685
H -4.34059 1.77089 9.42897
H -2.65458 1.51765 9.97982
H -3.39520 0.39890 8.81829
C -1.04826 8.55267 -5.24390
C -1.00633 7.04918 -5.32755
O -1.87731 6.36493 -4.82518
C 0.15496 6.42868 -6.05663
H -1.93867 8.85970 -4.69136
H -0.16523 8.92033 -4.71720
H -1.09455 8.97964 -6.24802
H 1.09121 6.70250 -5.56559
H 0.16081 6.76213 -7.09678
H 0.05539 5.34135 -6.03815
C -4.76123 -7.05360 -1.08920
C -4.93554 -7.50417 0.33688
O -4.17397 -7.13921 1.21169
C -6.08932 -8.42412 0.63745
H -3.89201 -6.39633 -1.15749
H -4.59741 -7.91874 -1.73506
H -5.64482 -6.50063 -1.41499
H -5.98455 -9.35012 0.06822
H -7.03186 -7.93204 0.38834
H -6.09131 -8.66589 1.70211
C 1.01505 4.26890 3.03253
C 0.84257 3.81913 4.45901
O 1.60583 4.18375 5.33430
C -0.31128 2.90014 4.76181
H 1.88441 4.92545 2.96267
H 1.17736 3.40363 2.38651
H 0.13131 4.82221 2.70772
H -0.20788 1.97402 4.19304
H -1.25386 3.39291 4.51442
H -0.31194 2.65878 5.82611
*
```

Results of the Löwdin charge analysis, in e, for atoms 1 through 99:
1 C -0.034
2 C -0.397
3 O 0.019
4 N -0.133
5 C -0.123
6 C -0.205
7 C -0.192
8 C -0.235
9 C -0.295
10 C -0.256
11 C -0.216
12 C -0.349
13 O -0.017
14 F -0.043
15 H 0.074
16 H 0.097
17 H 0.091
18 H 0.089
19 H 0.091
20 H 0.083
21 H 0.120
22 H 0.126
23 H 0.109
24 H 0.104
25 H 0.092
26 H 0.092
27 H 0.075
28 H 0.083
29 H 0.017
30 H 0.092
31 H 0.074
32 C -0.024
33 C -0.503
34 O 0.053
35 C -0.033
36 H 0.088
37 H 0.085
38 H 0.063
39 H 0.079
40 H 0.085
41 H 0.077
42 C -0.045
43 C -0.494
44 O 0.061
45 C -0.033
46 H 0.082
47 H 0.086
48 H 0.079
49 H 0.080
50 H 0.078
51 H 0.080
52 C -0.011
53 C -0.477
54 O 0.049
55 C -0.022
56 H 0.088
57 H 0.085
58 H 0.058
59 H 0.053
60 H 0.084
61 H 0.085
62 C -0.031
63 C -0.488
64 O 0.043
65 C -0.012
66 H 0.085
67 H 0.042
68 H 0.093
69 H 0.076
70 H 0.089
71 H 0.061
72 C -0.029
73 C -0.502
74 O 0.059
75 C -0.021
76 H 0.081
77 H 0.085
78 H 0.084
79 H 0.088
80 H 0.085
81 H 0.081
82 C -0.015
83 C -0.478
84 O 0.046
85 C -0.015
86 H 0.081
87 H 0.086
88 H 0.090
89 H 0.087
90 H 0.089
91 H 0.076
92 C -0.032
93 C -0.501
94 O 0.058
95 C -0.013
96 H 0.079
97 H 0.085
98 H 0.081
99 H 0.096